DFT (ωB97M-V/def2-TZVPD) results for a cluster of 10 separate species, C18H56O18 in total.

Geometry (Å):
O  4.30556  -1.83493  2.06776
C  4.34015  -1.14858  0.88273
C  4.96913  -2.12987  -0.17042
O  4.07410  -3.12024  -0.57939
H  4.25402  -2.77691  1.88994
H  3.40051  -0.82723  0.43339
H  4.96245  -0.26407  1.01873
H  5.87620  -2.60558  0.20242
H  5.25272  -1.62635  -1.09462
H  4.53723  -3.67763  -1.20901
O  1.17812  1.50259  1.76460
C  0.43305  0.27078  1.58930
C  0.26302  -0.17871  0.06554
O  -0.63734  0.75408  -0.53424
H  0.95923  1.90127  2.61003
H  0.98458  -0.50619  2.11867
H  -0.56027  0.36623  2.02783
H  -0.22762  -1.15159  0.09485
H  1.20566  -0.30318  -0.46740
H  -0.48138  0.78232  -1.48107
O  -1.76183  -3.25807  0.13479
C  -0.79607  -4.14087  -0.50206
C  -1.41232  -4.99250  -1.66611
O  -2.22809  -6.08483  -1.24605
H  -2.01194  -2.54062  -0.45199
H  0.07631  -3.58949  -0.85282
H  -0.35455  -4.85617  0.19186
H  -0.70145  -5.46450  -2.34432
H  -1.96846  -4.35439  -2.35285
H  -2.93680  -5.78077  -0.67432
O  0.87709  1.19245  -3.21196
C  2.22571  1.15654  -3.57025
C  2.57801  -0.32115  -3.88071
O  2.16533  -0.66300  -5.13391
H  0.67953  2.12791  -3.12548
H  2.57439  1.82620  -4.35642
H  2.91282  1.47864  -2.78779
H  2.23107  -0.93019  -3.04597
H  3.66217  -0.35671  -3.77370
H  2.89269  -1.15595  -5.52064
O  -0.19741  1.12262  6.87416
C  1.02006  0.66045  6.24162
C  1.88788  1.78116  5.54620
O  1.01644  2.39737  4.60376
H  -0.12690  0.84084  7.78916
H  1.62071  0.29908  7.07631
H  0.77792  -0.09918  5.49837
H  2.73802  1.36195  5.00802
H  2.20371  2.60049  6.19200
H  0.43269  2.97412  5.10194
O  -3.16624  0.25084  0.80823
C  -3.87756  1.50409  0.62557
C  -3.00365  2.75674  0.97544
O  -1.99514  3.02522  0.06490
H  -2.34689  0.29080  0.30957
H  -4.12615  1.45852  -0.43473
H  -4.80492  1.58593  1.19249
H  -2.61184  2.68057  1.98973
H  -3.58779  3.67693  0.98725
H  -1.39767  2.27462  0.10009
O  -2.43709  -1.10375  3.37781
C  -2.58161  -0.65969  4.73150
C  -2.96090  0.90285  4.80109
O  -4.06238  1.23182  4.02578
H  -2.91196  -0.55759  2.74709
H  -3.43589  -1.21371  5.12057
H  -1.66013  -0.86232  5.27732
H  -2.09392  1.47247  4.46645
H  -3.23695  1.24079  5.79993
H  -4.15299  2.18100  4.13737
O  -1.45674  1.86267  -4.80822
C  -1.96053  1.23634  -5.97454
C  -0.89300  0.43620  -6.77062
O  -0.58949  -0.71953  -6.03714
H  -0.93140  1.24318  -4.29651
H  -2.74013  0.53092  -5.68695
H  -2.40525  2.02369  -6.58313
H  0.03925  0.96561  -6.96746
H  -1.36087  0.06818  -7.68371
H  0.23667  -0.63311  -5.55590
C  -1.90077  -1.51625  -2.94812
O  -2.58328  -1.55431  -1.70752
H  -2.02895  -0.50962  -3.34605
H  -0.84095  -1.64176  -2.72650
H  -2.31484  -2.17659  -3.71010
H  -3.40730  -1.06770  -1.78360
C  2.71933  4.12894  0.30362
O  3.27896  2.84844  0.37597
H  2.59736  4.40971  1.34976
H  3.45131  4.85505  -0.05003
H  1.77229  4.13979  -0.23591
H  2.60416  2.27637  0.74875

Computed properties:
SMILES: OCCO.OCCO.OCCO.OCCO.OCCO.OCCO.OCCO.OCCO.CO.CO
Highest occupied orbital energy: -0.34502 Ha
Orbital gap: 9.55 eV